# 1
33
Properties=species:S:1:pos:R:3:forces:R:3 method="wB97M-V/def2-TZVPD" de_lowest_kcal_mol=0.0 homo_lumo_gap_ev=4.97 charge=-1 total_energy_ev=-17307.0518 smiles=CC[C@@]1(C)c2ccccc2C(C)(C)N1[O-] homo_ev=-1.5 fmax_ev_per_a=4.9
C 3.2016 -0.7967 -0.0867 -0.87 0.26 1.56
C 3.1012 0.5440 -0.5570 4.67 -1.31 -0.18
C 1.9941 -1.3804 0.3326 1.88 -2.40 0.23
C 1.9202 1.1981 -0.6529 -0.33 -2.26 0.64
C 0.7818 -0.7923 0.1028 -1.27 -0.62 0.74
C 0.7698 0.4875 -0.3368 -1.70 1.49 -1.56
C -0.6273 -1.4017 0.2076 1.74 -1.98 -1.30
C -0.6341 1.0566 -0.4522 -0.24 -1.06 -0.91
C -0.7514 -2.4183 1.3842 -1.73 -0.66 0.30
C -0.7846 -2.1939 -1.1471 -0.73 -1.14 -0.60
C -1.2594 1.4072 -1.8208 2.42 -0.34 -2.31
C -0.2956 2.0791 1.8316 -1.03 1.42 -1.00
C -0.6882 2.3069 0.3614 2.95 0.59 1.27
N -1.5987 -0.3247 0.2138 2.34 3.40 2.05
O -2.6759 -0.5292 -0.4527 -2.02 -0.43 -1.14
H 4.1330 -1.3448 0.2681 -0.98 1.13 -1.11
H 4.1492 0.9739 -0.8415 -2.19 -0.19 0.43
H 2.0869 -2.4121 0.7842 -0.42 1.14 -0.49
H 1.8906 2.1757 -0.9424 -0.23 2.50 -0.85
H -1.8612 -2.5428 1.6313 1.28 0.08 -0.60
H -0.3144 -2.1861 2.3705 0.23 0.48 -0.58
H -0.3659 -3.4262 1.0795 -0.26 0.84 0.23
H -0.5698 -3.2938 -1.2075 0.56 0.84 0.66
H -0.1947 -1.6982 -1.9244 -0.19 -0.08 -0.04
H -1.8561 -2.2038 -1.4564 0.62 0.68 0.35
H -1.9414 2.2589 -1.8585 -0.36 -0.35 0.71
H -1.7180 0.5161 -2.3137 0.08 0.63 0.60
H -0.4491 1.8132 -2.5895 -1.03 -0.98 1.45
H 0.7263 1.7545 1.7594 0.38 -0.42 1.03
H -1.0445 1.4353 2.2678 0.42 -0.84 0.16
H -0.4245 3.0364 2.3513 0.55 -0.03 0.10
H -0.0721 3.2406 -0.0167 -0.83 -1.89 0.10
H -1.6520 2.5749 0.3039 -3.71 1.47 0.04



# 2
13
Properties=species:S:1:pos:R:3:forces:R:3 method="wB97M-V/def2-TZVPD" de_lowest_kcal_mol=37.8 homo_lumo_gap_ev=10.32 charge=0 total_energy_ev=-10283.1594 smiles="NC(=O)NCC=O" homo_ev=-9.9 fmax_ev_per_a=1.9
O 2.4753 0.6205 -0.2570 0.20 -0.57 0.06
C 1.6528 0.8050 0.5975 -0.25 0.71 -0.58
C 0.5653 -0.2126 0.9830 0.82 0.71 -1.03
N 0.1799 -0.9116 -0.2392 0.55 0.00 0.63
C -1.0385 -0.8092 -0.8607 -0.94 1.21 1.15
N -1.8260 0.2975 -0.3983 0.30 0.34 -0.97
O -1.5402 -1.5877 -1.6216 0.59 -0.58 -0.78
H 1.5570 1.8486 0.9657 -0.01 -0.27 0.60
H -0.2155 0.4147 1.3920 -0.45 -0.58 0.32
H 0.9790 -0.9399 1.6857 -0.25 0.21 0.29
H 1.0107 -1.1821 -0.7443 -0.45 -0.54 -0.40
H -2.4831 0.4816 -1.1514 -0.45 -0.44 0.33
H -1.3167 1.1751 -0.3515 0.34 -0.20 0.39



# 3
20
Properties=species:S:1:pos:R:3:forces:R:3 method="wB97M-V/def2-TZVPD" de_lowest_kcal_mol=30.0 homo_lumo_gap_ev=9.76 charge=0 total_energy_ev=-12995.5506 smiles="CNC(C)=O.CC(=O)O" homo_ev=-9.4 fmax_ev_per_a=3.7
C -0.6699 2.5397 0.3992 -2.30 -0.97 -0.22
C -1.5658 1.9691 1.5621 1.70 1.04 -0.18
C -1.2933 -1.4260 -0.9483 0.48 1.23 -0.43
C 0.1315 -1.8812 -0.6670 -0.78 -2.86 -0.55
C 2.4659 -1.3658 -0.2307 -0.36 2.73 1.39
H 0.8063 1.8017 -0.4900 1.57 0.85 -1.88
H -2.2950 2.7175 1.6489 -1.01 1.05 1.07
H -2.1008 1.0599 1.4067 -0.09 -0.80 -1.19
H -0.9785 1.7021 2.4694 -0.27 0.92 -0.52
H -1.3650 -0.3009 -0.8250 -0.02 -1.21 -0.57
H -1.8367 -1.8269 -0.1156 -0.74 -0.47 0.11
H -1.6790 -1.7879 -1.9491 0.48 0.43 1.34
H 0.8645 -0.0531 -0.7672 -0.05 0.58 0.01
H 2.6980 -2.3856 -0.1282 -0.57 -1.27 0.12
H 3.1914 -0.9592 -0.8977 0.21 0.35 -1.12
H 2.7287 -0.8168 0.7155 -0.37 -0.78 -0.47
N 1.0738 -0.9971 -0.5836 3.05 1.05 0.05
O -0.9121 3.5128 -0.3180 1.46 -2.71 2.03
O 0.2791 1.5550 0.2320 -1.14 1.27 1.01
O 0.4568 -3.0572 -0.5135 -1.26 -0.45 -0.01



Please write out number 2 again, unchanged.
13
Properties=species:S:1:pos:R:3:forces:R:3 method="wB97M-V/def2-TZVPD" de_lowest_kcal_mol=37.8 homo_lumo_gap_ev=10.32 charge=0 total_energy_ev=-10283.1594 smiles="NC(=O)NCC=O" homo_ev=-9.9 fmax_ev_per_a=1.9
O 2.4753 0.6205 -0.2570 0.20 -0.57 0.06
C 1.6528 0.8050 0.5975 -0.25 0.71 -0.58
C 0.5653 -0.2126 0.9830 0.82 0.71 -1.03
N 0.1799 -0.9116 -0.2392 0.55 0.00 0.63
C -1.0385 -0.8092 -0.8607 -0.94 1.21 1.15
N -1.8260 0.2975 -0.3983 0.30 0.34 -0.97
O -1.5402 -1.5877 -1.6216 0.59 -0.58 -0.78
H 1.5570 1.8486 0.9657 -0.01 -0.27 0.60
H -0.2155 0.4147 1.3920 -0.45 -0.58 0.32
H 0.9790 -0.9399 1.6857 -0.25 0.21 0.29
H 1.0107 -1.1821 -0.7443 -0.45 -0.54 -0.40
H -2.4831 0.4816 -1.1514 -0.45 -0.44 0.33
H -1.3167 1.1751 -0.3515 0.34 -0.20 0.39



Please write out number 2 again, unchanged.
13
Properties=species:S:1:pos:R:3:forces:R:3 method="wB97M-V/def2-TZVPD" de_lowest_kcal_mol=37.8 homo_lumo_gap_ev=10.32 charge=0 total_energy_ev=-10283.1594 smiles="NC(=O)NCC=O" homo_ev=-9.9 fmax_ev_per_a=1.9
O 2.4753 0.6205 -0.2570 0.20 -0.57 0.06
C 1.6528 0.8050 0.5975 -0.25 0.71 -0.58
C 0.5653 -0.2126 0.9830 0.82 0.71 -1.03
N 0.1799 -0.9116 -0.2392 0.55 0.00 0.63
C -1.0385 -0.8092 -0.8607 -0.94 1.21 1.15
N -1.8260 0.2975 -0.3983 0.30 0.34 -0.97
O -1.5402 -1.5877 -1.6216 0.59 -0.58 -0.78
H 1.5570 1.8486 0.9657 -0.01 -0.27 0.60
H -0.2155 0.4147 1.3920 -0.45 -0.58 0.32
H 0.9790 -0.9399 1.6857 -0.25 0.21 0.29
H 1.0107 -1.1821 -0.7443 -0.45 -0.54 -0.40
H -2.4831 0.4816 -1.1514 -0.45 -0.44 0.33
H -1.3167 1.1751 -0.3515 0.34 -0.20 0.39